Formula: C3H5N5
Source: the OMol25 dataset
Level of theory: ωB97M-V/def2-TZVPD

Positions of all 13 atoms, in Å:
N  -0.298  2.001  -0.065
N  1.645  0.691  0.131
N  2.025  -0.586  -0.030
N  -2.570  -0.187  0.047
N  -1.569  -0.971  0.108
C  -0.244  -0.598  -0.109
C  0.371  0.766  -0.063
C  0.878  -1.371  -0.159
H  3.078  -0.856  0.640
H  -1.357  1.656  0.588
H  0.982  -2.480  -0.046
H  -3.410  -0.687  -0.148
H  0.036  2.948  -0.376

Summary:
ΔE to the lowest compared entry with this formula, charge and spin: 129.39 kcal/mol
HOMO level: -8.2386 eV

natural (NBO) population analysis, charges in e, atoms 1 to 8: -0.888 -0.333 -0.368 -0.384 -0.138 -0.087 0.319 0.018

Formula: C3H5N5
Source: the OMol25 dataset
Level of theory: ωB97M-V/def2-TZVPD

Positions of all 13 atoms, in Å:
N  -1.613  -1.311  -0.111
N  2.025  -0.208  0.242
N  0.557  -1.650  -0.267
N  -2.347  -0.098  0.045
N  1.745  -1.445  -0.118
C  1.196  0.876  -0.157
C  -0.351  -0.751  -0.197
C  -0.094  0.803  -0.327
H  2.905  -0.177  0.478
H  -1.765  0.640  0.487
H  -3.117  -0.228  0.834
H  1.569  1.858  0.007
H  -0.710  1.691  -0.915

Summary:
ΔE to the lowest compared entry with this formula, charge and spin: 149.82 kcal/mol
SMILES string: N/N=c1\cc[nH]nn1
HOMO level: -7.8584 eV

natural (NBO) population analysis, charges in e, atoms 1 to 8: -0.179 -0.406 -0.206 -0.663 0.033 -0.008 0.236 -0.383

- Look up the ΔE to the lowest compared entry with this formula, charge and spin of the second one.
  149.82 kcal/mol

- Which value of HOMO level does entry 2 give?
  -7.8584 eV

- Among the records above, which one has the highest HOMO level?
  number 2

- Among the records above, which one has the lowest ΔE to the lowest compared entry with this formula, charge and spin?
  number 1